Molecular formula: C4H7ClO
Method: DFT, wB97M-V/def2-TZVPD

Output
SMILES: O[C@H]1C[C@@H]1CCl
ΔE to the lowest compared entry with this formula, charge and spin: 165.2 kJ/mol
Kohn-Sham gap: 10.294 eV
F_max: 3.6 eV/A
DFT total energy: -691.9830 Ha

Geometry (Å):
O (-1.0538, 1.9586, -0.1090)
C (-0.1496, 0.9837, 0.0115)
C (-0.4283, 0.0227, 1.0984)
C (-0.4996, -0.4045, -0.3719)
C (0.6585, -1.2584, -0.8733)
Cl (2.2296, -1.0415, -0.0836)
H (-0.6720, 2.7698, 0.3099)
H (0.9714, 1.1650, -0.1038)
H (-1.2980, 0.1534, 1.7684)
H (0.5029, -0.3209, 1.7231)
H (-1.4668, -0.7029, -0.7220)
H (0.8371, -0.9986, -1.8982)
H (0.3686, -2.3265, -0.7496)

Results of the natural (NBO) charge analysis, in e, for atoms 1 through 6: -0.691, 0.072, -0.460, -0.277, -0.365, -0.058

Molecular formula: C4H7ClO2S
Method: DFT, wB97M-V/def2-TZVPD

Output
SMILES: CCCC(Cl)=S(=O)=O
ΔE to the lowest compared entry with this formula, charge and spin: 284.4 kJ/mol
Kohn-Sham gap: 7.966 eV
F_max: 7.8 eV/A
DFT total energy: -1165.3384 Ha

Geometry (Å):
C (-2.2402, 0.2581, 0.0092)
C (-0.9786, -0.4655, -0.5888)
C (0.0647, -0.2098, 0.5436)
C (1.5365, -0.4002, -0.0638)
Cl (2.0663, -2.0387, -0.0134)
S (2.7785, 0.7844, 0.1678)
O (4.1064, 0.5051, -0.2964)
O (2.2697, 2.1274, 0.0429)
H (-2.3941, -0.0150, 1.0395)
H (-3.1997, -0.1827, -0.4776)
H (-2.2376, 1.4224, -0.0891)
H (-0.8828, -0.1273, -1.5882)
H (-0.9820, -1.6247, -0.7751)
H (0.0912, 0.7854, 0.7695)
H (0.0018, -0.8189, 1.3198)

Results of the natural (NBO) charge analysis, in e, for atoms 1 through 6: -0.618, -0.410, -0.401, -0.362, 0.060, 1.948

Molecular formula: C4H7ClOS
Method: DFT, wB97M-V/def2-TZVPD

Output
ΔE to the lowest compared entry with this formula, charge and spin: 361.6 kJ/mol
Kohn-Sham gap: 10.160 eV
F_max: 6.0 eV/A
DFT total energy: -1090.0882 Ha

Geometry (Å):
C (-0.0831, 0.2667, -0.1257)
C (0.0974, 0.2687, 1.4796)
C (-0.8499, -1.0178, -0.4132)
C (0.9253, -0.2987, -0.9586)
H (-0.1298, 2.7153, -0.4309)
H (-0.8172, 0.0086, 2.0358)
H (0.5431, 1.4183, 1.6622)
H (-1.6398, -1.6319, 0.2065)
H (-1.4014, -0.8332, -1.4882)
H (0.9386, 0.2741, -1.8534)
H (2.0275, -0.1647, -0.4335)
O (0.3743, -1.7686, -0.9671)
S (-1.0735, 1.8402, -0.7039)
Cl (1.0885, -1.0770, 1.9904)

Results of the natural (NBO) charge analysis, in e, for atoms 1 through 6: -0.163, -0.412, -0.114, -0.131, 0.121, 0.235

Molecular formula: C4H7ClOS
Method: DFT, wB97M-V/def2-TZVPD

Output
ΔE to the lowest compared entry with this formula, charge and spin: 141.6 kJ/mol
Kohn-Sham gap: 9.276 eV
F_max: 3.9 eV/A
DFT total energy: -1090.1720 Ha

Geometry (Å):
C (-1.3284, -0.3649, -0.3000)
C (-1.5155, 0.2940, -1.5843)
C (0.8080, -0.1920, 1.7416)
C (0.7479, -0.2161, 0.2464)
O (-1.9767, -0.9452, 0.4858)
S (1.3784, 1.2385, -0.5777)
Cl (1.3993, -1.7290, -0.4323)
H (-1.0675, 1.2853, -1.5576)
H (-2.5730, 0.3603, -1.8433)
H (-0.9783, -0.2773, -2.3390)
H (1.8340, -0.3030, 2.1015)
H (0.4094, 0.7539, 2.1056)
H (0.2119, -1.0049, 2.1517)
H (2.6504, 1.1004, -0.1984)

Results of the natural (NBO) charge analysis, in e, for atoms 1 through 6: 0.727, -0.768, -0.681, -0.295, -0.482, -0.017

Molecular formula: C4H7ClS
Method: DFT, wB97M-V/def2-TZVPD

Output
SMILES: S[C@H]1C[C@@H]1CCl
ΔE to the lowest compared entry with this formula, charge and spin: 113.0 kJ/mol
Kohn-Sham gap: 9.997 eV
F_max: 4.6 eV/A
DFT total energy: -1014.9258 Ha

Geometry (Å):
S (-0.5020, -2.3872, 0.6619)
C (0.1428, -0.7800, 0.7443)
C (0.8237, -0.3735, -0.5308)
C (-0.5341, 0.2260, -0.2177)
C (-0.7449, 1.5781, 0.1519)
Cl (0.0081, 2.5962, -1.1735)
H (0.5477, -2.9505, 0.0282)
H (0.5855, -0.6774, 1.7215)
H (1.7861, 0.1533, -0.4994)
H (0.9353, -1.0975, -1.2709)
H (-1.1810, -0.2730, -0.9290)
H (-0.1553, 1.9350, 1.0611)
H (-1.7118, 2.0504, 0.2524)

Results of the natural (NBO) charge analysis, in e, for atoms 1 through 6: -0.001, -0.400, -0.388, -0.270, -0.339, -0.122

Molecular formula: C4H7CrO
Method: DFT, wB97M-V/def2-TZVPD

Output
ΔE to the lowest compared entry with this formula, charge and spin: 227.3 kJ/mol
Kohn-Sham gap (spin up / spin down): 5.511 / 8.966 eV
F_max: 2.6 eV/A
DFT total energy: -1276.1063 Ha
2S+1: 6

Geometry (Å):
C (-1.4017, -0.1742, 0.7369)
C (-0.3361, 0.6125, -0.0144)
C (0.9930, 0.0145, -0.1318)
O (1.9949, 0.6663, -0.5566)
Cr (3.8104, 0.2125, 0.0094)
H (-1.1077, -1.1312, 1.1704)
H (-0.3602, 1.7008, 0.0593)
H (-2.0785, 0.4202, 1.3493)
H (0.9956, -1.0714, -0.3648)
C (-1.4903, -0.0684, -0.7385)
H (-1.2521, -0.9491, -1.3367)
H (-2.2295, 0.6020, -1.1757)
H (2.4621, -0.8345, 0.9931)

Results of the natural (NBO) charge analysis, in e, for atoms 1 through 6: -0.391, -0.353, 0.402, -0.749, 0.632, 0.229

Molecular formula: C4H7CuF6NO2P
Method: DFT, wB97M-V/def2-TZVPD

Output
Kohn-Sham gap (spin up / spin down): 7.987 / 5.029 eV
F_max: 3.9 eV/A
total charge: -1
DFT total energy: -2943.0153 Ha
2S+1: 2

Geometry (Å):
Cu (-0.7414, 0.2854, 0.5398)
O (-2.4367, 1.9528, 0.2308)
H (-2.8558, 2.7906, 0.5085)
O (-2.0249, -0.9960, 2.0929)
H (-2.0766, -1.9315, 2.3698)
P (2.0715, 1.3699, 1.8554)
F (1.8721, 0.3662, 0.5867)
F (2.5368, 0.1906, 2.7988)
F (3.4916, 1.6922, 1.3244)
F (2.1903, 2.5040, 3.0105)
F (1.4740, 2.6050, 0.9822)
F (0.5595, 0.8289, 2.2279)
N (-0.7775, -2.1458, -1.3510)
C (0.4994, -1.6778, -1.3014)
C (0.5646, -0.4107, -2.0304)
C (-0.7513, -0.3017, -2.6252)
C (-1.5427, -1.2962, -2.0352)
H (-1.1156, -3.0071, -0.9462)
H (1.2384, -2.0629, -0.6144)
H (1.4342, 0.2019, -2.2177)
H (-1.0072, 0.5214, -3.2758)
H (-2.6028, -1.4793, -2.1301)

Results of the natural (NBO) charge analysis, in e, for atoms 1 through 6: 1.112, -0.725, 0.431, -1.269, 0.420, 2.614

Molecular formula: C4H7CuO3
Method: DFT, wB97M-V/def2-TZVPD

Output
ΔE to the lowest compared entry with this formula, charge and spin: 446.3 kJ/mol
Kohn-Sham gap: 6.375 eV
F_max: 5.3 eV/A
DFT total energy: -2022.5473 Ha

Geometry (Å):
O (-0.8346, 1.6662, -2.6716)
Cu (1.8015, 1.3165, -2.1627)
O (0.6694, 0.8667, -0.4835)
C (-0.4346, 0.1406, -0.8562)
C (-0.8700, 0.3661, -2.8253)
O (0.0746, -0.0244, -3.7867)
C (0.3871, -1.3487, -3.8967)
C (1.5132, -1.7419, -4.4866)
H (-1.2689, 0.1302, -0.1189)
H (-0.1449, -0.9361, -0.9213)
H (-0.8498, 1.6174, -1.3457)
H (-1.8005, -0.2127, -2.8958)
H (-0.4183, -2.0247, -3.5967)
H (2.3197, -1.0460, -4.7284)
H (1.5154, -2.6793, -5.0404)

Results of the natural (NBO) charge analysis, in e, for atoms 1 through 6: -0.785, 0.860, -0.905, -0.300, 0.394, -0.543